The following is a DFT calculation (ωB97M-V/def2-TZVPD) of an isolated molecule of C21H28N2O5S3 at a distorted geometry.

```
59
Properties=species:S:1:pos:R:3
O 0.788 4.248 0.790
S 1.439 3.627 -0.327
O 2.866 3.486 -0.289
N 0.885 4.450 -1.668
C 1.676 4.565 -2.879
C 2.991 5.365 -2.719
C 4.115 4.397 -3.098
C 3.445 3.423 -4.064
C 2.092 3.182 -3.400
C 0.707 2.005 -0.547
C -0.658 1.927 -0.744
C -1.259 0.680 -0.803
C -0.476 -0.450 -0.660
S -1.257 -2.060 -0.546
O -0.461 -3.025 -1.246
O -2.639 -1.925 -0.914
N -1.070 -2.342 1.095
C -1.967 -1.546 1.917
C -1.315 -0.250 2.275
C -0.007 -0.024 2.570
C 0.282 1.338 2.818
C -0.812 2.130 2.717
S -2.219 1.227 2.311
C -0.876 -3.728 1.456
C -2.167 -4.559 1.418
C -1.897 -6.067 1.338
C -3.055 -6.651 2.141
C -3.224 -5.586 3.221
O -2.942 -4.346 2.596
C 0.894 -0.373 -0.499
C 1.494 0.874 -0.439
H 0.476 5.321 -1.367
H 1.027 5.057 -3.612
H 3.101 5.717 -1.695
H 2.986 6.230 -3.383
H 4.971 4.906 -3.537
H 4.438 3.860 -2.207
H 3.308 3.893 -5.040
H 4.011 2.503 -4.197
H 2.219 2.512 -2.553
H 1.349 2.756 -4.073
H -1.230 2.837 -0.822
H -2.322 0.563 -0.939
H -2.220 -2.122 2.812
H -2.899 -1.360 1.372
H 0.728 -0.808 2.600
H 1.261 1.711 3.055
H -0.874 3.192 2.836
H -0.172 -4.130 0.727
H -0.438 -3.768 2.458
H -2.758 -4.220 0.556
H -1.862 -6.416 0.309
H -0.947 -6.298 1.824
H -2.840 -7.634 2.555
H -3.953 -6.708 1.526
H -4.235 -5.534 3.631
H -2.516 -5.755 4.045
H 1.461 -1.286 -0.410
H 2.557 0.991 -0.291
```

## Properties
SMILES   O=S(=O)(NC1CCCC1)c1ccc(S(=O)(=O)N(Cc2cccs2)C[C@H]2CCCO2)cc1
Gap between HOMO and LUMO   8.647 eV
Strongest force on any atom   1.03 eV/Å
Energy above the lowest of the compared OMol25 structures with the same formula, charge and spin   0.313 eV
LUMO level   0.1 eV

***

The following is a DFT calculation (ωB97M-V/def2-TZVPD) of a structure of composition C21H28N3O2W at a distorted geometry.

```
55
Properties=species:S:1:pos:R:3
O -0.006 4.611 -0.466
C -1.085 5.300 -1.194
C -0.324 6.619 -1.300
H -2.000 5.344 -0.585
H -1.287 4.818 -2.160
C 0.767 5.848 -0.521
H -0.761 7.440 -0.731
H -0.023 6.908 -2.306
C 0.989 6.465 0.844
H 0.029 6.623 1.346
H 1.477 7.440 0.713
H 1.637 5.839 1.465
C 2.069 5.679 -1.279
H 1.896 5.267 -2.280
H 2.757 5.026 -0.729
H 2.549 6.660 -1.386
W 0.343 -4.002 0.297
C 1.231 -4.843 -1.500
C -0.188 -4.959 -1.681
C -0.755 -3.650 -1.612
H -0.720 -5.876 -1.931
C 0.310 -2.710 -1.413
C 1.550 -3.450 -1.385
H 2.544 -3.021 -1.381
H 1.953 -5.658 -1.567
H -1.796 -3.371 -1.782
H 0.203 -1.630 -1.403
C 1.051 -4.419 2.726
C 1.963 -3.658 1.903
C 1.326 -2.388 1.624
H 2.999 -3.913 1.686
C 0.051 -2.372 2.292
C -0.130 -3.634 2.926
H -1.015 -3.933 3.491
H 1.260 -5.399 3.170
H 1.802 -1.531 1.148
H -0.597 -1.496 2.327
O -0.784 0.621 0.972
C 0.297 1.098 0.127
C -0.304 1.738 -1.137
H 0.926 0.226 -0.148
H 0.908 1.829 0.677
C -1.824 1.772 -0.815
H -0.127 1.076 -2.005
H 0.080 2.745 -1.329
C -1.932 0.540 0.077
H -2.459 1.751 -1.709
H -2.009 2.692 -0.229
H -1.835 -0.374 -0.550
H -2.869 0.485 0.641
N -0.927 -5.341 0.883
C -1.640 -6.209 1.259
N -2.544 -6.979 1.656
C -2.489 -8.258 1.977
N -2.534 -9.388 2.283
```

## Properties
Spin multiplicity   3
Gap between HOMO and LUMO (spin up / spin down)   7.454 / 6.223 eV
Strongest force on any atom   7.41 eV/Å
Charge   +1
LUMO level (spin up / spin down)   -4.2 / -5.4 eV

***

The following is a DFT calculation (ωB97M-V/def2-TZVPD) of an isolated molecule of C21H28N4O3S at a distorted geometry.

```
57
Properties=species:S:1:pos:R:3
C -7.736 -0.184 -0.257
C -6.262 0.027 -0.102
C -5.535 0.688 -1.087
C -4.177 0.904 -0.938
C -3.540 0.460 0.204
S -1.766 0.651 0.361
O -1.423 0.636 1.756
O -1.355 1.778 -0.426
N -1.134 -0.714 -0.324
C -1.276 -0.843 -1.750
C -1.117 -1.919 0.469
C 0.280 -2.547 0.508
C 1.307 -1.503 0.945
C 1.537 -0.537 -0.205
O 1.733 -0.972 -1.332
N 1.519 0.790 0.036
C 1.515 1.471 1.308
C 2.979 1.826 1.670
N 3.779 1.845 0.458
C 4.487 0.701 0.158
C 5.039 0.464 -1.112
C 5.786 -0.676 -1.309
C 5.985 -1.560 -0.255
C 5.415 -1.236 0.959
N 4.692 -0.150 1.166
C 3.072 2.547 -0.594
C 1.860 1.698 -1.043
C -4.242 -0.197 1.197
C -5.600 -0.409 1.042
H -8.003 -0.311 -1.303
H -8.067 -1.054 0.304
H -8.274 0.686 0.122
H -6.040 1.036 -1.977
H -3.604 1.429 -1.686
H -2.185 -1.394 -2.023
H -1.317 0.163 -2.159
H -0.399 -1.346 -2.159
H -1.399 -1.621 1.481
H -1.854 -2.641 0.090
H 0.267 -3.389 1.202
H 0.554 -2.913 -0.482
H 2.266 -1.983 1.151
H 0.959 -1.007 1.846
H 0.909 2.372 1.181
H 1.044 0.879 2.087
H 3.414 1.080 2.333
H 3.030 2.812 2.142
H 4.884 1.147 -1.930
H 6.209 -0.881 -2.282
H 6.558 -2.465 -0.380
H 5.529 -1.877 1.825
H 3.735 2.764 -1.430
H 2.743 3.501 -0.174
H 0.992 2.324 -1.269
H 2.104 1.084 -1.912
H -3.719 -0.516 2.084
H -6.155 -0.918 1.817
```

## Properties
SMILES   Cc1ccc(S(=O)(=O)N(C)CCCC(=O)N2CCN(c3ccccn3)CC2)cc1
Gap between HOMO and LUMO   8.372 eV
Strongest force on any atom   1.07 eV/Å
Energy above the lowest of the compared OMol25 structures with the same formula, charge and spin   2.855 eV
LUMO level   0.7 eV

***

The following is a DFT calculation (ωB97M-V/def2-TZVPD) of an isolated molecule of C21H28N4O4.

```
57
Properties=species:S:1:pos:R:3
C 6.723 2.065 -3.537
C 5.460 1.348 -3.168
C 5.302 0.755 -1.925
C 4.126 0.107 -1.593
C 3.080 0.043 -2.504
N 1.874 -0.610 -2.214
C 1.497 -1.188 -1.066
O 2.103 -1.298 -0.026
N 0.181 -1.739 -1.116
C -0.769 -1.646 -2.080
O -0.576 -1.202 -3.192
C -2.136 -2.174 -1.649
N -2.387 -1.941 -0.250
C -2.598 -2.978 0.679
O -2.617 -4.148 0.404
N -2.758 -2.377 1.873
C -2.597 -0.933 1.833
C -3.883 -0.232 2.298
C -4.059 -0.102 3.816
C -3.743 1.287 4.377
C -2.277 1.725 4.365
C -1.695 1.982 2.969
C -0.797 0.868 2.427
C -1.307 -0.561 2.590
C -2.405 -0.704 0.335
O -2.279 0.343 -0.245
C 3.215 0.636 -3.768
C 2.104 0.585 -4.775
C 4.405 1.277 -4.070
H 7.515 1.847 -2.826
H 6.554 3.143 -3.544
H 7.053 1.774 -4.533
H 6.105 0.794 -1.204
H 4.013 -0.351 -0.625
H 1.179 -0.615 -2.959
H -0.070 -2.185 -0.242
H -2.182 -3.257 -1.808
H -2.894 -1.684 -2.267
H -2.909 -2.895 2.721
H -3.923 0.752 1.833
H -4.712 -0.813 1.886
H -3.466 -0.855 4.338
H -5.105 -0.309 4.052
H -4.087 1.306 5.415
H -4.333 2.025 3.829
H -2.226 2.654 4.938
H -1.666 0.996 4.899
H -2.501 2.181 2.264
H -1.084 2.886 3.000
H -0.606 1.067 1.372
H 0.164 0.911 2.946
H -1.459 -0.782 3.646
H -0.519 -1.232 2.234
H 1.198 1.049 -4.386
H 2.394 1.114 -5.679
H 1.866 -0.444 -5.047
H 4.517 1.737 -5.043
```

## Properties
SMILES   Cc1ccc(NC(=O)NC(=O)CN2C(=O)NC3(CCCCCCC3)C2=O)c(C)c1
Gap between HOMO and LUMO   8.794 eV
Strongest force on any atom   0.72 eV/Å
Energy above the lowest of the compared OMol25 structures with the same formula, charge and spin   0.000 eV
LUMO level   0.6 eV

***

The following is a DFT calculation (ωB97M-V/def2-TZVPD) of a structure of composition C21H28N4OP2Ti.

```
57
Properties=species:S:1:pos:R:3
Ti 0.067 -0.055 -0.472
C 3.369 -0.324 -2.220
P 2.369 -0.991 -0.867
C 2.497 -2.794 -1.028
C 3.157 -0.508 0.697
C 4.534 -0.298 0.737
C 5.163 0.039 1.928
C 4.421 0.176 3.093
C 3.048 -0.022 3.068
C 2.402 -0.366 1.881
P 0.611 -0.650 1.889
C -0.117 0.394 3.172
C 0.312 -2.357 2.417
H 3.511 0.751 -2.117
H 2.873 -0.533 -3.169
H 4.341 -0.818 -2.234
H 3.542 -3.073 -0.884
H 2.178 -3.102 -2.025
H 1.890 -3.310 -0.287
H 5.135 -0.395 -0.157
H 6.233 0.195 1.944
H 4.910 0.437 4.022
H 2.490 0.094 3.988
H 0.276 0.124 4.152
H -1.197 0.236 3.188
H 0.084 1.449 2.986
H 0.754 -2.489 3.407
H 0.777 -3.063 1.731
H -0.757 -2.561 2.475
N 3.385 5.022 1.091
C 2.570 4.556 0.431
C 1.544 3.918 -0.345
C 0.861 4.568 -1.374
C -0.115 3.877 -2.082
C -0.387 2.570 -1.746
N 0.281 1.933 -0.753
C 1.228 2.602 -0.065
H 1.097 5.597 -1.616
H -0.661 4.352 -2.885
H -1.145 2.003 -2.273
H 1.754 2.067 0.720
N -1.674 -0.875 -0.889
C -2.789 -1.221 -1.077
N -3.972 -1.625 -1.245
C -4.674 -1.564 -2.578
C -5.800 -0.553 -2.456
O -6.657 -0.896 -1.394
C -6.013 -0.865 -0.145
C -4.904 -1.902 -0.093
H -5.064 -2.567 -2.744
H -3.951 -1.322 -3.354
H -6.393 -0.563 -3.369
H -5.394 0.458 -2.313
H -6.760 -1.101 0.612
H -5.611 0.137 0.060
H -5.293 -2.904 -0.271
H -4.339 -1.890 0.837
```

## Properties
Spin multiplicity   2
Gap between HOMO and LUMO (spin up / spin down)   6.974 / 7.296 eV
Strongest force on any atom   0.75 eV/Å
Charge   +3
Energy above the lowest of the compared OMol25 structures with the same formula, charge and spin   0.000 eV
LUMO level (spin up / spin down)   -10.8 / -10.5 eV

***

The following is a DFT calculation (ωB97M-V/def2-TZVPD) of an isolated molecule of C21H28N4OS at a distorted geometry.

```
55
Properties=species:S:1:pos:R:3
C 3.096 2.233 -0.252
C 2.541 1.229 -1.261
C 1.054 1.536 -1.471
C 0.435 0.609 -2.507
C 0.648 -0.824 -2.047
C 2.127 -1.078 -1.788
N 2.686 -0.152 -0.811
C 4.050 -0.530 -0.462
C 4.323 -0.527 1.047
C 3.391 -1.452 1.828
N 2.046 -0.942 1.869
C 0.973 -1.636 1.450
O 0.989 -2.817 1.144
C -0.256 -0.817 1.407
N -0.277 0.471 1.747
N -1.509 0.914 1.525
C -1.789 2.305 1.735
C -2.312 -0.065 1.034
C -1.524 -1.207 0.945
C -2.001 -2.494 0.403
S -3.048 -2.150 -1.060
C -4.104 -0.890 -0.410
C -5.384 -0.795 -0.940
C -6.267 0.163 -0.477
C -5.883 1.019 0.542
C -4.605 0.945 1.062
C -3.683 0.019 0.578
H 4.169 2.133 -0.123
H 2.604 2.103 0.709
H 2.896 3.242 -0.606
H 3.073 1.375 -2.225
H 0.545 1.402 -0.516
H 0.944 2.578 -1.780
H -0.630 0.820 -2.621
H 0.916 0.764 -3.476
H 0.095 -0.994 -1.125
H 0.288 -1.532 -2.795
H 2.239 -2.089 -1.390
H 2.675 -1.017 -2.748
H 4.786 0.118 -0.962
H 4.232 -1.548 -0.820
H 4.232 0.480 1.454
H 5.353 -0.858 1.202
H 3.340 -2.442 1.367
H 3.770 -1.565 2.853
H 1.916 0.047 2.013
H -0.835 2.829 1.764
H -2.399 2.694 0.920
H -2.303 2.466 2.686
H -1.172 -3.117 0.072
H -2.609 -3.047 1.124
H -5.677 -1.487 -1.714
H -7.259 0.226 -0.897
H -6.579 1.747 0.932
H -4.325 1.603 1.870
```

## Properties
SMILES   C[C@@H]1CCCCN1CCCNC(=O)c1nn(C)c2c1CSc1ccccc1-2
Gap between HOMO and LUMO   8.701 eV
Strongest force on any atom   1.08 eV/Å
Energy above the lowest of the compared OMol25 structures with the same formula, charge and spin   0.109 eV
LUMO level   0.6 eV

***

The following is a DFT calculation (ωB97M-V/def2-TZVPD) of a structure of composition C21H28N6Sn at a distorted geometry.

```
56
Properties=species:S:1:pos:R:3
Sn -0.206 -0.065 0.269
C -0.232 -1.327 -2.423
N 0.398 -0.111 -1.855
C 1.874 -0.183 -1.953
C 2.552 0.387 -0.727
C 3.861 0.823 -0.769
C 4.527 1.090 0.422
C 3.862 0.896 1.631
C 2.547 0.496 1.611
N 1.886 0.265 0.450
C -0.161 1.122 -2.480
C -1.638 1.163 -2.142
C -2.606 1.618 -3.015
C -3.932 1.642 -2.599
C -4.255 1.194 -1.322
C -3.247 0.728 -0.507
N -1.954 0.713 -0.903
C -0.029 -2.409 -1.418
C 0.192 -3.729 -1.753
C 0.230 -4.686 -0.749
C 0.069 -4.292 0.572
C -0.108 -2.952 0.850
N -0.162 -2.023 -0.128
H 0.165 -1.583 -3.407
H -1.303 -1.158 -2.544
H 2.238 0.265 -2.880
H 2.161 -1.240 -1.994
H 4.364 0.926 -1.722
H 5.562 1.415 0.409
H 4.358 1.058 2.580
H 2.003 0.327 2.531
H 0.001 1.141 -3.560
H 0.367 1.985 -2.059
H -2.330 1.955 -4.006
H -4.708 1.998 -3.267
H -5.277 1.200 -0.966
H -3.475 0.352 0.481
H 0.301 -4.005 -2.795
H 0.386 -5.731 -0.996
H 0.107 -5.003 1.387
H -0.177 -2.623 1.877
N -0.353 2.065 1.045
C 0.123 2.403 2.437
C -0.789 1.723 3.442
C -0.525 0.232 3.574
N -0.940 -0.561 2.355
H 0.119 2.677 0.372
H -1.337 2.332 0.984
H 0.122 3.486 2.558
H 1.155 2.068 2.554
H -1.837 1.907 3.179
H -0.648 2.170 4.427
H -1.080 -0.168 4.423
H 0.526 0.015 3.769
H -1.940 -0.437 2.206
H -0.804 -1.551 2.546
```

## Properties
Gap between HOMO and LUMO   9.550 eV
Strongest force on any atom   2.86 eV/Å
Charge   +4
LUMO level   -12.7 eV

***

The following is a DFT calculation (ωB97M-V/def2-TZVPD) of a structure of composition C21H28N7O3V at a distorted geometry.

```
60
Properties=species:S:1:pos:R:3
V -0.330 0.086 -0.708
C -2.266 -2.942 1.750
C -1.551 -2.324 0.564
C -1.828 -3.074 -0.733
O -1.974 -0.944 0.387
C -0.017 -2.295 0.767
O 0.540 -3.102 1.482
O 0.566 -1.325 0.130
H -3.329 -3.048 1.538
H -2.138 -2.314 2.636
H -1.848 -3.923 1.961
H -2.894 -3.052 -0.955
H -1.505 -4.110 -0.636
H -1.284 -2.615 -1.560
H -1.953 -0.531 1.265
C -4.050 -0.991 -4.770
C -2.836 -0.864 -5.430
C -1.684 -0.564 -4.730
C -1.736 -0.358 -3.344
C -2.961 -0.493 -2.685
C -4.101 -0.821 -3.395
N -0.595 0.027 -2.616
N 0.452 0.351 -3.345
C 1.496 0.813 -2.634
C 2.701 1.197 -3.244
C 3.738 1.618 -2.451
C 3.565 1.704 -1.063
C 2.346 1.356 -0.533
N 1.337 0.906 -1.287
H -4.952 -1.224 -5.320
H -2.790 -0.994 -6.503
H -0.733 -0.481 -5.231
H -3.019 -0.310 -1.621
H -5.044 -0.923 -2.874
H 2.770 1.144 -4.321
H 4.687 1.887 -2.894
H 4.368 2.031 -0.420
H 2.136 1.448 0.527
N 1.778 0.213 5.413
C 1.386 1.318 4.477
C 0.055 0.951 3.822
N 0.095 -0.336 3.141
C 0.566 -1.401 4.016
C 1.910 -1.082 4.670
H 1.032 0.109 6.104
H 2.635 0.440 5.915
H 2.171 1.413 3.728
H 1.310 2.248 5.038
H -0.211 1.711 3.088
H -0.722 0.912 4.595
H 0.655 -0.295 2.284
H 0.659 -2.320 3.442
H -0.184 -1.560 4.800
H 2.681 -0.960 3.909
H 2.214 -1.864 5.363
N -0.649 2.491 1.052
C -0.882 1.833 -0.013
H -0.960 3.465 1.043
N -2.167 2.737 -2.069
C -1.562 2.346 -1.169
```

## Properties
Spin multiplicity   4
Gap between HOMO and LUMO (spin up / spin down)   6.367 / 6.937 eV
Strongest force on any atom   2.06 eV/Å
Charge   +1
Energy above the lowest of the compared OMol25 structures with the same formula, charge and spin   0.000 eV
LUMO level (spin up / spin down)   -3.0 / -3.6 eV